No. 1
Here is one molecule with the formula C3H7N3S from the Open Molecules 2025 dataset. Energies are from ωB97M-V with the def2-TZVPD basis set.

```
14
Properties=species:S:1:pos:R:3:forces:R:3
C 1.392343 -0.768909 1.845030 -1.079 -2.862 1.411
C 0.692278 -0.353683 0.562560 1.673 -1.782 -3.555
S 0.929367 -1.252530 -0.964544 0.153 0.173 2.702
N 0.167613 0.828977 0.373388 -0.615 1.250 0.029
N -0.009820 1.508461 -0.923236 -1.126 -0.924 1.720
C -0.991164 1.028337 -1.626122 1.241 1.329 1.158
N -1.814805 0.009645 -1.458196 -1.017 -2.334 0.868
H 1.465884 -1.998448 1.918114 -0.394 3.262 -0.504
H 2.470045 -0.466954 1.743937 -1.192 0.189 0.564
H 0.781280 -0.485952 2.820598 1.699 -0.033 -1.918
H -0.021257 1.464708 1.152964 0.355 -0.235 -0.442
H -1.282235 1.734361 -2.352232 -0.004 0.331 -1.563
H -1.588665 -0.771945 -0.840475 0.627 0.844 0.293
H -2.190863 -0.476068 -2.251785 -0.323 0.793 -0.763
```
Positions in Å, forces in eV/Å.

## Properties
gap between HOMO and LUMO = 8.6 eV
SMILES string = CC(=S)N/N=C\N
E_tot = -680.883751 Eh
relative energy (zero: lowest compared OMol25 entry of this formula, charge and spin) = 258.6 kJ/mol
HOMO level = -7.798 eV

No. 2
Here is one molecule with the formula C3H7N3S from the Open Molecules 2025 dataset. Energies are from ωB97M-V with the def2-TZVPD basis set.

```
14
Properties=species:S:1:pos:R:3:forces:R:3
C -0.255449 -1.657278 0.088158 -2.447 -1.190 0.821
C 0.195382 -0.177766 0.334670 -4.542 1.364 -4.072
N -0.736064 0.749431 -0.072415 0.946 -0.834 1.164
N -1.988167 0.356475 -0.361914 -2.184 -0.627 2.686
C 1.456384 0.488191 0.039472 3.665 -3.077 1.025
N 1.552791 1.794757 0.155545 3.900 2.795 -2.024
S 2.914604 -0.495381 -0.189183 -2.325 1.500 0.063
H 0.493136 -2.368647 -0.281671 0.078 0.748 0.027
H -0.653874 -2.165364 1.052810 0.789 1.000 -1.200
H -1.297579 -1.796762 -0.631224 3.384 0.769 1.545
H -2.829267 1.105808 -0.253988 3.218 -2.049 -0.230
H -2.143573 -0.516863 0.255352 -0.795 1.829 -1.620
H 0.780818 2.438266 0.145578 -0.454 -0.406 0.079
H 2.510855 2.245133 -0.281193 -3.232 -1.821 1.738
```
Positions in Å, forces in eV/Å.

## Properties
gap between HOMO and LUMO = 7.8 eV
SMILES string = C/C(=N\N)C(N)=S
E_tot = -680.846389 Eh
relative energy (zero: lowest compared OMol25 entry of this formula, charge and spin) = 356.7 kJ/mol
HOMO level = -7.988 eV

No. 3
Here is one molecule with the formula C3H7N3S2 from the Open Molecules 2025 dataset. Energies are from ωB97M-V with the def2-TZVPD basis set.

```
15
Properties=species:S:1:pos:R:3:forces:R:3
C -1.474544 -1.233516 1.044517 -2.212 0.256 0.691
S -0.633153 -0.850904 -0.566914 -0.291 0.075 0.364
C 0.183375 0.588841 0.019451 4.184 -7.119 5.792
C 0.087119 1.903365 -0.198092 -3.304 2.750 -6.277
N -0.461531 2.369041 -1.312861 0.804 0.028 -0.322
N -0.656572 1.503042 -2.479812 -4.072 2.208 0.769
N 0.968227 0.260014 1.106856 -0.170 0.266 -2.145
S 1.451978 -1.418956 1.315267 0.153 1.232 0.408
H -2.334183 -1.834674 0.480655 0.778 1.842 1.968
H -1.612053 -0.109790 1.592862 -0.495 -3.383 -1.737
H -1.180976 -1.946758 1.913920 0.584 1.163 -2.070
H 0.488403 2.616719 0.415159 0.703 1.514 1.833
H -1.735551 1.792285 -2.942890 4.198 -0.578 1.722
H -0.887932 0.593349 -2.115255 -0.007 -0.784 -0.238
H 2.434499 -1.270204 2.287372 -0.852 0.531 -0.757
```
Positions in Å, forces in eV/Å.

## Properties
gap between HOMO and LUMO = 7.8 eV
SMILES string = CSC(/C=N\N)=N\S
E_tot = -1078.947160 Eh
relative energy (zero: lowest compared OMol25 entry of this formula, charge and spin) = 576.9 kJ/mol
HOMO level = -8.405 eV

No. 4
Here is an isolated ion of composition C3H7N4O and charge +1 from the Open Molecules 2025 dataset. Energies are from ωB97M-V with the def2-TZVPD basis set.

```
15
Properties=species:S:1:pos:R:3:forces:R:3
N -1.305055 -0.054203 -2.215659 -0.031 -0.745 -0.849
C -0.786700 -0.018890 -0.965341 1.125 0.594 -0.535
C -1.127627 0.679243 0.156634 -3.594 0.417 -1.501
N -0.140585 0.511837 1.052662 0.191 -2.058 1.554
O -0.154251 0.878038 2.362602 2.230 0.795 -0.135
C 0.765222 -0.349377 0.570545 4.304 -0.016 1.023
N 2.131374 -0.550385 1.145334 -2.946 1.038 -2.749
N 0.410994 -0.654760 -0.712096 -0.711 1.204 1.870
H -1.928636 0.669276 -2.416355 -1.464 1.137 0.027
H -0.734463 -0.123075 -3.054899 0.423 -0.490 0.697
H -2.155605 1.082212 0.340145 1.532 -0.092 0.152
H -0.968570 0.819779 2.864152 -1.075 -0.566 -0.748
H 2.160773 -1.175991 1.908173 -0.122 -0.720 0.985
H 2.791267 -0.831706 0.408909 -0.490 0.106 0.533
H 1.041864 -0.881999 -1.444806 0.628 -0.604 -0.326
```
Positions in Å, forces in eV/Å.

## Properties
gap between HOMO and LUMO = 9.3 eV
SMILES string = Nc1cn(O)c(=[NH2+])[nH]1
E_tot = -412.463725 Eh
total charge = +1
relative energy (zero: lowest compared OMol25 entry of this formula, charge and spin) = 218.9 kJ/mol
HOMO level = -12.724 eV

No. 5
Here is one molecule with the formula C3H7N4OP from the Open Molecules 2025 dataset. Energies are from ωB97M-V with the def2-TZVPD basis set.

```
16
Properties=species:S:1:pos:R:3:forces:R:3
N -2.118009 -0.257372 -0.905329 1.359 0.268 2.426
P -1.130751 -0.250135 0.628918 -0.910 -2.752 -3.459
N -0.768319 -1.836662 0.914503 0.349 3.144 -0.028
O -1.661114 0.408268 1.766658 -1.712 1.972 2.064
N 0.385848 0.343298 0.243848 -1.036 0.866 -0.080
C 1.294298 -0.057499 -0.718027 -0.435 -0.892 1.235
C 2.307449 0.851553 -0.599861 0.433 -1.476 -2.642
N 1.958910 1.833049 0.228360 1.971 1.297 0.096
C 0.824980 1.527459 0.738539 0.779 0.245 -0.520
H -1.650597 -0.624626 -1.735917 -0.066 0.247 0.398
H -2.536015 0.656887 -1.092685 0.307 -0.350 0.056
H -1.165950 -2.492769 1.483091 -1.668 -1.273 1.898
H -0.416158 -2.233189 0.132888 1.547 -1.958 -2.848
H 1.066699 -1.045844 -1.113327 0.841 0.427 -0.479
H 3.170993 0.852042 -1.258981 0.068 0.200 0.503
H 0.437738 2.325541 1.287322 -1.827 0.035 1.380
```
Positions in Å, forces in eV/Å.

## Properties
gap between HOMO and LUMO = 9.8 eV
SMILES string = NP(N)(=O)n1ccnc1
E_tot = -754.181780 Eh
relative energy (zero: lowest compared OMol25 entry of this formula, charge and spin) = 46.7 kJ/mol
HOMO level = -9.315 eV

No. 6
Here is one molecule with the formula C3H7N4P from the Open Molecules 2025 dataset. Energies are from ωB97M-V with the def2-TZVPD basis set.

```
15
Properties=species:S:1:pos:R:3:forces:R:3
C -0.046231 -1.065376 -1.823219 1.240 0.242 1.967
P 0.130656 0.630571 -0.930715 -0.448 -1.406 -0.348
C 1.782140 0.469830 -0.100816 0.351 2.446 -3.021
N -0.752265 0.314957 0.565401 0.973 -0.954 1.389
C -1.811975 0.918733 1.064946 1.220 -0.014 0.148
N -2.069233 0.533850 2.314451 -0.828 1.585 -0.361
N -1.070844 -0.259618 2.660880 -0.638 -1.102 1.534
N -0.231536 -0.547335 1.835543 -0.228 1.244 -3.198
H 0.150662 -1.957766 -1.169966 -0.880 0.860 -0.112
H 0.874615 -1.106504 -2.380461 0.121 0.278 -1.081
H -0.944534 -1.138977 -2.419120 -0.013 -0.060 -0.100
H 2.087706 1.591656 0.015132 -0.438 -2.331 1.033
H 2.534814 0.066587 -0.794044 -0.304 0.029 0.046
H 1.536879 -0.259835 0.609210 0.676 -0.226 1.905
H -2.170855 1.809228 0.552778 -0.805 -0.592 0.199
```
Positions in Å, forces in eV/Å.

## Properties
gap between HOMO and LUMO = 10.1 eV
SMILES string = CP(C)n1cnnn1
E_tot = -678.799412 Eh
relative energy (zero: lowest compared OMol25 entry of this formula, charge and spin) = 0.0 kJ/mol
HOMO level = -9.388 eV

No. 7
Here is one molecule with the formula C3H7N5 from the Open Molecules 2025 dataset. Energies are from ωB97M-V with the def2-TZVPD basis set.

```
15
Properties=species:S:1:pos:R:3:forces:R:3
H 1.798410 -1.469357 -0.251796 2.289 1.251 -0.329
N 2.738314 -0.860298 -0.259181 -3.927 0.520 1.144
C 2.321624 0.314755 0.037820 0.478 1.043 -0.586
N 0.966995 0.962458 0.171487 -0.392 1.711 -1.320
C -0.414312 0.775027 -0.121094 -2.819 -0.002 1.923
N -1.409258 1.635095 0.027404 2.324 -0.517 -1.009
H -1.269163 2.644438 0.174014 0.772 -0.629 -0.052
C -1.040787 -0.636589 -0.020796 -4.291 2.873 -1.419
N -2.484483 -0.687688 -0.213128 3.912 1.995 -0.926
N -0.262535 -1.527779 0.250419 2.014 -5.990 3.169
H -0.613524 -2.487942 0.744447 0.550 2.968 -2.189
H 3.078168 1.179333 0.219970 -1.304 -1.583 -0.368
H 0.999846 2.003135 0.005169 1.045 -1.479 0.680
H -3.016628 -1.391864 0.127833 -1.134 -3.056 1.285
H -3.019497 0.150580 -0.234229 0.482 0.894 -0.002
```
Positions in Å, forces in eV/Å.

## Properties
gap between HOMO and LUMO = 10.0 eV
SMILES string = [H]/N=C\NC(=N\[H])/C(N)=N/[H]
E_tot = -392.206883 Eh
relative energy (zero: lowest compared OMol25 entry of this formula, charge and spin) = 242.0 kJ/mol
HOMO level = -9.396 eV

No. 8
Here is an isolated ion of composition C3H7N5O and charge +2 from the Open Molecules 2025 dataset. Energies are from ωB97M-V with the def2-TZVPD basis set.

```
16
Properties=species:S:1:pos:R:3:forces:R:3
C 2.941428 -0.164005 -0.374344 0.022 -2.229 -3.380
C -1.573172 0.590939 0.293814 2.785 -0.878 -0.663
C -0.288126 -0.464561 0.335877 -1.117 3.047 0.575
N 2.084950 0.024955 0.650875 -0.928 0.382 3.481
N 0.908261 -0.182084 0.624765 0.220 1.294 -0.720
N 2.651167 -1.140771 -1.151328 1.350 0.831 -1.548
N -2.647324 0.150884 -0.279850 -0.208 -4.356 -0.529
N -1.365088 1.822157 0.656461 0.099 0.277 0.642
O -0.695343 -1.631288 0.235653 -2.796 -2.903 -0.339
H 3.870316 0.317930 -0.391591 1.054 1.254 0.437
H 3.422346 -1.224614 -1.924381 -1.527 -0.211 1.812
H -2.823369 -0.915705 -0.461456 1.136 2.440 0.503
H -3.463231 0.614055 -0.613973 -0.490 1.401 0.236
H -0.663769 2.204262 1.286346 0.448 -0.675 -0.320
H -2.157297 2.418011 0.656529 -0.984 0.814 -0.225
H -0.201748 -2.420166 0.456603 0.935 -0.488 0.038
```
Positions in Å, forces in eV/Å.

## Properties
gap between HOMO and LUMO (alpha / beta) = 8.5 / 8.5 eV
E_tot = -466.738036 Eh
total charge = +2
relative energy (zero: lowest compared OMol25 entry of this formula, charge and spin) = 137.7 kJ/mol
HOMO level (alpha / beta) = -19.092 / -19.093 eV

No. 9
Here is a 2-piece molecular cluster, C3H7N5S overall from the Open Molecules 2025 dataset. Energies are from ωB97M-V with the def2-TZVPD basis set.

```
16
Properties=species:S:1:pos:R:3:forces:R:3
C -2.908552 0.879613 0.541766 -4.516 0.335 0.489
C -1.306461 -0.650623 -0.186306 -1.909 4.253 0.783
C 0.382833 0.815630 -0.676190 0.371 2.200 -1.596
N -1.944047 1.527362 0.079157 3.003 2.545 0.135
N -0.308177 -1.339386 -0.624676 4.327 -2.981 -0.709
N -0.976462 0.714227 -0.214064 0.396 -3.433 -0.079
N 0.770997 -0.606210 -0.674333 -5.511 2.350 0.549
N 2.292280 -0.880113 0.831134 -1.203 -4.669 -0.916
S -2.941627 -0.848944 0.332674 1.423 0.366 0.108
H -3.749855 1.557557 0.857178 0.361 -1.525 -0.096
H 0.371135 1.320836 -1.717897 -0.150 -1.614 0.614
H 1.114017 1.550753 -0.291177 -0.657 -0.579 1.197
H 1.533578 -0.805087 -1.208803 2.360 -1.680 -2.014
H 3.003895 -0.241617 0.718295 2.061 1.919 0.459
H 2.649836 -1.824619 0.479282 -0.338 1.622 0.193
H 2.016605 -1.169372 1.753963 -0.020 0.892 0.884
```
Positions in Å, forces in eV/Å.

## Properties
gap between HOMO and LUMO (alpha / beta) = 7.1 / 7.4 eV
E_tot = -789.644990 Eh
total charge = +2
relative energy (zero: lowest compared OMol25 entry of this formula, charge and spin) = 305.1 kJ/mol
HOMO level (alpha / beta) = -18.595 / -18.956 eV